[1]
96
Properties=species:S:1:pos:R:3:forces:R:3 method="wB97M-V/def2-TZVPD" homo_lumo_gap_ev=6.5 relative_energy_ev=1.594 total_charge=0 e_homo_ev=-7.20 lumo_ev=-0.7
Pt -0.0486 -0.0996 0.2065 -1.0 -0.1 1.3
N -8.3782 0.4487 -5.9697 0.1 0.0 0.1
C -7.4134 0.4280 -5.3442 0.1 0.0 0.1
C -6.2023 0.3969 -4.5554 -0.1 0.0 -0.1
C -4.9794 0.7127 -5.1413 0.0 0.0 0.0
C -3.8213 0.6674 -4.3827 0.0 0.0 0.0
C -3.8723 0.3029 -3.0420 0.1 0.0 0.0
C -5.0967 -0.0054 -2.4609 0.0 0.0 0.0
C -6.2604 0.0413 -3.2100 0.0 0.0 0.0
C -2.6187 0.2253 -2.2277 0.1 0.0 0.0
C -2.0186 -1.0369 -2.1644 -0.1 -0.1 0.0
C -2.4512 -2.2004 -2.8713 0.0 0.1 0.0
C -1.5324 -3.1883 -2.6094 0.0 0.0 0.1
C -0.5757 -2.6083 -1.7365 -0.1 -0.1 -0.1
N -0.8553 -1.3436 -1.4636 0.1 0.0 -0.4
C -2.1912 1.4259 -1.6600 -0.1 0.0 0.0
C -2.7904 2.7076 -1.8618 0.0 0.0 0.0
C -2.0238 3.6157 -1.1738 0.0 0.0 0.1
C -0.9889 2.8634 -0.5561 -0.2 0.0 0.0
N -1.0841 1.5729 -0.8324 0.3 0.4 -0.5
H -4.9428 0.9914 -6.1864 0.0 0.0 0.0
H -2.8653 0.9108 -4.8300 0.0 0.0 0.0
H -5.1339 -0.2906 -1.4157 0.0 0.0 0.0
H -7.2158 -0.1951 -2.7603 0.0 0.0 0.0
H -3.3227 -2.2620 -3.5068 0.1 0.0 0.1
H -1.5302 -4.2048 -2.9738 0.0 0.1 0.0
H 0.3021 -3.0867 -1.3201 -0.1 0.0 0.1
H -3.6712 2.9045 -2.4554 0.1 0.0 0.1
H -2.1668 4.6835 -1.1022 0.0 -0.1 0.0
H -0.2004 3.2332 0.0852 0.0 0.0 0.0
C 1.8359 0.3047 -0.4995 -0.8 -0.3 0.8
C 2.7873 -0.6957 0.0236 0.1 0.0 -0.2
C 3.0401 -1.8665 -0.6916 0.0 -0.1 -0.1
C 3.9312 -2.8180 -0.2187 0.0 0.0 -0.1
C 4.5865 -2.6198 0.9895 0.0 0.1 0.0
C 4.3516 -1.4533 1.7080 0.0 0.0 0.0
C 3.4676 -0.5008 1.2211 0.1 0.1 0.1
H 1.6860 0.2434 -1.5741 0.1 0.1 -0.1
H 2.0004 1.3205 -0.1535 0.3 0.1 -0.1
H 2.5226 -2.0229 -1.6325 0.0 0.0 0.0
H 4.1198 -3.7148 -0.7971 0.0 0.0 0.0
H 5.2871 -3.3577 1.3601 0.0 0.0 0.0
H 4.8689 -1.2802 2.6451 0.0 0.0 0.0
H 3.3067 0.4199 1.7672 0.1 0.0 0.0
C 0.6458 2.2834 5.9472 0.0 0.0 -0.1
C -0.6577 2.5502 5.1744 0.1 0.0 0.0
C -0.6875 1.8035 3.8283 0.0 0.0 0.1
C 0.0626 0.4727 3.9538 0.0 0.3 -0.2
C 1.5610 0.7697 4.1479 -0.1 0.1 0.1
C 1.7966 2.0506 4.9728 -0.1 -0.1 0.0
P -0.2230 -0.6254 2.5045 1.1 -0.5 -0.7
C 0.7775 -2.1202 2.9907 -0.1 -0.1 0.1
C 0.4839 -2.7844 4.3493 -0.1 0.0 -0.1
C -0.6173 -3.8493 4.2904 0.1 0.0 0.0
C -0.3260 -4.8956 3.2189 0.0 0.1 0.0
C -0.1862 -4.2268 1.8548 0.1 0.0 0.1
C 0.9199 -3.1757 1.8814 -0.1 0.0 0.1
C -2.0219 -1.0393 2.6074 -0.1 0.2 -0.2
C -2.8288 -0.1230 1.6460 -0.1 -0.1 0.0
C -4.3118 -0.0514 2.0408 0.0 -0.1 0.0
C -4.7768 -1.4056 2.5684 0.1 0.0 0.0
C -4.0441 -1.7530 3.8828 0.0 0.1 0.0
C -2.6796 -1.0499 3.9894 -0.1 0.0 0.0
H 0.5347 1.3974 6.5811 0.0 0.0 0.0
H 0.8659 3.1183 6.6144 0.0 0.0 0.0
H -0.7700 3.6218 4.9929 0.0 0.0 0.0
H -1.5113 2.2399 5.7824 0.0 0.0 0.0
H -0.2046 2.3965 3.0452 0.0 0.0 0.0
H -1.7217 1.6595 3.5167 0.0 0.0 0.0
H -0.3233 -0.0599 4.8260 0.0 0.0 0.1
H 2.0241 0.8816 3.1664 0.0 0.0 0.0
H 2.0442 -0.0785 4.6390 0.0 0.0 0.0
H 1.8792 2.9171 4.3093 0.0 0.0 0.0
H 2.7439 1.9725 5.5085 0.0 0.0 0.0
H 1.7606 -1.6472 3.0560 0.1 0.0 0.1
H 0.2343 -2.0350 5.1058 0.1 0.0 0.0
H 1.4076 -3.2688 4.6889 0.0 0.0 0.0
H -1.5812 -3.3840 4.0678 0.0 -0.1 0.0
H -0.7091 -4.3251 5.2701 0.0 0.0 0.0
H -1.1196 -5.6464 3.1990 0.0 0.0 0.0
H 0.6094 -5.4138 3.4636 0.0 0.0 0.0
H -1.1405 -3.7715 1.5664 0.0 0.0 0.0
H 0.0461 -4.9738 1.0913 0.0 0.0 0.0
H 0.9810 -2.6637 0.9246 0.0 0.0 -0.1
H 1.8759 -3.6899 2.0336 0.0 0.0 0.0
H -2.0762 -2.0548 2.2079 0.0 0.0 0.0
H -2.7437 -0.5316 0.6296 0.0 0.0 0.0
H -2.4081 0.8828 1.6102 0.0 0.0 0.0
H -4.9049 0.2619 1.1800 0.0 0.0 0.0
H -4.4606 0.7068 2.8159 0.0 0.0 0.0
H -4.5656 -2.1649 1.8084 0.0 0.0 0.0
H -5.8561 -1.4117 2.7261 0.0 0.0 0.0
H -3.8960 -2.8351 3.9396 0.0 0.0 0.0
H -4.6591 -1.4728 4.7416 0.0 0.0 0.0
H -2.0651 -1.5579 4.7329 0.0 0.1 0.0
H -2.8151 -0.0244 4.3429 0.0 0.0 0.0

***

[2]
98
Properties=species:S:1:pos:R:3:forces:R:3 method="wB97M-V/def2-TZVPD" homo_lumo_gap_ev="6.9 / 5.1" relative_energy_ev=0.000 multiplicity=2 total_charge=+1 e_homo_ev="-10.46 / -10.46" lumo_ev="-3.5 / -5.3"
Ir -0.2577 -0.1143 -0.3429 -0.3 -0.5 -0.6
C 0.7760 -3.2520 -3.6390 0.0 0.0 0.0
C 0.3982 -1.8291 -3.2199 0.0 0.0 0.2
C -0.7095 -1.2707 -4.1154 0.0 0.0 0.1
C 1.6254 -0.9323 -3.2164 -0.1 0.0 0.0
C 2.2003 -0.6809 -4.4559 0.0 0.0 0.0
C 3.3868 0.0126 -4.5713 0.0 0.0 0.0
C 4.0178 0.4470 -3.4255 0.0 0.0 0.0
C 3.4984 0.2321 -2.1478 0.0 0.2 0.0
C 4.4392 0.7533 -1.0487 0.0 -0.1 0.1
C 3.8491 1.3368 0.2311 0.0 0.1 -0.2
C 5.5496 -0.2613 -0.7292 -0.1 0.1 -0.1
C 2.2622 -0.4437 -2.0607 0.0 0.0 0.0
N 1.6680 -0.7211 -0.7594 0.1 0.2 0.3
C 2.3491 -1.5177 -0.0035 0.0 0.0 0.1
C 2.0830 -1.8331 1.3632 0.0 0.0 -0.1
C 3.1197 -2.4847 2.0656 0.0 0.0 0.0
C 3.0166 -2.7662 3.4006 -0.1 0.0 0.0
C 1.8359 -2.4120 4.0666 0.1 -0.1 0.0
C 0.7967 -1.8131 3.4019 0.0 0.1 -0.1
C 0.8824 -1.5065 2.0241 0.0 0.2 0.1
N -0.2125 -0.9793 1.3608 0.1 -0.2 0.0
C -1.4615 -0.9570 2.0867 0.0 -0.2 0.0
C -1.8103 0.1541 2.8558 0.0 0.1 0.0
C -3.0227 0.1293 3.5402 0.0 0.0 0.0
C -3.8531 -0.9705 3.4752 0.0 0.0 0.0
C -3.4777 -2.0768 2.7261 0.0 0.0 0.0
C -2.2812 -2.1017 2.0248 0.0 0.0 0.0
C -1.8890 -3.3604 1.2666 0.0 0.0 0.0
C -1.2174 -4.3780 2.1986 0.0 0.0 0.0
C -3.0810 -4.0361 0.5852 0.0 0.0 -0.1
C -0.9098 1.3642 2.9955 0.0 0.0 0.0
C -1.6246 2.6375 2.5413 0.0 0.0 -0.1
C -0.3947 1.5209 4.4293 0.0 0.0 -0.1
H -0.0960 -3.9059 -3.5978 0.0 0.0 0.0
H 1.5441 -3.6653 -2.9845 0.0 0.0 0.0
H 1.1610 -3.2694 -4.6592 0.0 0.0 0.0
H 0.0063 -1.8973 -2.2021 0.0 0.0 0.0
H -0.4359 -1.3308 -5.1687 0.0 0.0 0.0
H -0.9119 -0.2232 -3.8846 0.0 0.0 0.0
H -1.6314 -1.8385 -3.9851 0.0 0.0 0.0
H 1.7216 -1.0667 -5.3452 0.0 0.0 0.0
H 3.8281 0.1930 -5.5418 0.0 0.0 0.0
H 4.9602 0.9733 -3.5093 0.0 0.0 0.0
H 4.9392 1.5958 -1.5320 0.0 0.0 0.0
H 3.4661 0.5899 0.9239 -0.1 -0.1 0.0
H 3.0545 2.0410 -0.0074 0.4 -0.2 0.0
H 4.6332 1.8837 0.7566 0.0 0.0 0.0
H 5.2057 -1.0324 -0.0421 -0.1 -0.1 0.1
H 6.3861 0.2442 -0.2461 0.0 0.0 0.0
H 5.9239 -0.7471 -1.6297 0.0 0.0 0.0
H 3.2424 -1.9614 -0.4316 0.1 0.0 0.0
H 4.0201 -2.7472 1.5246 0.0 0.0 0.0
H 3.8273 -3.2458 3.9283 0.0 0.0 0.0
H 1.7278 -2.6241 5.1219 0.0 0.0 0.0
H -0.1140 -1.5805 3.9316 0.0 0.0 0.0
H -3.3123 0.9832 4.1382 0.0 0.0 0.0
H -4.7947 -0.9720 4.0071 0.0 0.0 0.0
H -4.1334 -2.9352 2.6866 0.0 0.0 0.0
H -1.1679 -3.0783 0.4939 0.0 0.0 0.0
H -1.9006 -4.6525 3.0043 0.0 0.0 0.0
H -0.3026 -3.9955 2.6460 0.0 0.0 0.0
H -0.9691 -5.2845 1.6450 0.0 0.0 0.0
H -3.7163 -4.5415 1.3129 0.0 0.0 0.0
H -2.7247 -4.7968 -0.1097 0.0 0.0 0.0
H -3.6977 -3.3277 0.0319 0.0 0.0 0.0
H -0.0480 1.2105 2.3475 0.0 0.0 0.0
H -2.4219 2.9062 3.2346 -0.1 0.0 0.0
H -2.0699 2.4971 1.5554 0.0 0.0 0.0
H -0.9260 3.4743 2.4937 0.0 0.0 0.0
H -1.2224 1.6439 5.1289 0.0 0.0 0.0
H 0.2417 2.4033 4.5066 0.0 0.0 0.0
H 0.1902 0.6575 4.7439 0.0 0.0 0.0
C -3.3110 4.0866 -0.8842 0.0 0.1 -0.1
N -3.1162 3.2481 -2.0439 -0.2 -0.4 0.3
C -4.2637 2.9085 -2.8479 0.0 0.1 -0.1
C -1.9131 2.4901 -2.2987 0.1 -0.1 -0.1
C -0.7532 2.8113 -1.4043 0.1 0.0 0.1
C -0.2931 4.1324 -1.4910 0.0 0.0 0.0
C 0.7288 4.6061 -0.6985 0.0 0.0 0.0
C 1.3202 3.7404 0.2100 -0.1 0.0 0.1
C 0.9024 2.4265 0.2760 -0.3 0.1 0.1
C -0.1191 1.9002 -0.5327 0.0 0.1 0.0
H -4.3483 4.0218 -0.5692 0.0 0.0 0.0
H -3.0731 5.1210 -1.1575 0.0 0.0 0.0
H -2.6458 3.7769 -0.0835 0.0 0.0 0.0
H -5.0036 3.7029 -2.8018 0.0 0.0 0.0
H -4.6961 1.9888 -2.4354 0.0 0.0 0.0
H -3.9576 2.7265 -3.8771 0.0 0.0 0.0
H -1.6671 2.6593 -3.3564 0.0 0.0 0.0
H -2.2024 1.4255 -2.2419 0.0 0.0 0.0
H -0.7685 4.8051 -2.1966 0.0 0.0 -0.1
H 1.0572 5.6325 -0.7809 0.0 0.0 0.0
H 2.1251 4.0818 0.8479 0.0 0.0 0.0
H 1.3860 1.7716 0.9892 -0.1 0.0 -0.1
Se -2.6207 -0.6467 -1.0314 0.4 0.5 0.3
C -3.5878 0.6405 -0.1364 -0.1 -0.2 -0.2
N -4.2140 1.4755 0.3558 0.0 0.2 0.0